[1]
C24H33BrO2S4SbW as an isolated structure in a non-equilibrium geometry. Source: the Open Molecules 2025 dataset; level of theory: ωB97M-V/def2-TZVPD.

Output
**ΔE to the lowest compared entry with this formula, charge and spin**: 32.85 kcal per mole
**Expectation value of S²**: 2.0614
**Kohn-Sham gap (spin up / spin down)**: 6.1 / 5.5 eV
**Charge**: -1
**E_LUMO (spin up / spin down)**: 1.6472 / 0.9923 eV
**E_HOMO (spin up / spin down)**: -4.42 / -4.55 eV
**Energy**: -5559.088027 Ha
**2S+1**: 3

Last column: Mulliken charge in e.
CARTESIAN COORDINATES (ANGSTROEM)
W -0.640 0.375 0.511  0.774
C -0.288 -1.729 1.081  -0.697
C 1.051 -1.166 0.929  0.024
C 1.333 -1.171 -0.512  0.163
C 0.172 -1.644 -1.155  -0.501
C -0.841 -1.966 -0.215  -0.363
C -2.204 -2.548 -0.543  2.173
C -2.022 -3.880 -1.287  -1.886
C -3.024 -2.775 0.732  -1.639
C -2.962 -1.551 -1.435  -1.360
C 2.558 -0.752 -1.323  2.411
C 2.274 -0.876 -2.829  -2.240
C 3.752 -1.669 -1.018  -1.757
C 2.898 0.727 -1.089  -1.515
C 1.933 -1.178 2.193  1.986
C 2.485 -2.603 2.370  -1.691
C 1.054 -0.823 3.414  -1.265
C 3.080 -0.163 2.221  -1.857
H -0.667 -2.175 1.998  0.395
H 0.052 -1.752 -2.221  0.650
H -1.435 -4.566 -0.680  0.388
H -1.502 -3.719 -2.228  0.313
H -2.985 -4.341 -1.501  0.462
H -2.555 -3.520 1.371  0.346
H -4.023 -3.128 0.483  0.446
H -3.127 -1.846 1.294  0.162
H -2.441 -1.393 -2.378  0.302
H -3.048 -0.583 -0.924  0.143
H -3.965 -1.913 -1.655  0.526
H 2.072 -1.906 -3.119  0.390
H 3.147 -0.540 -3.384  0.472
H 1.440 -0.242 -3.121  0.332
H 3.454 -2.710 -1.133  0.335
H 4.131 -1.533 -0.012  0.209
H 4.566 -1.469 -1.713  0.503
H 2.089 1.353 -1.472  0.074
H 3.806 0.993 -1.629  0.566
H 3.047 0.969 -0.043  0.119
H 1.672 -3.327 2.342  0.280
H 2.998 -2.697 3.324  0.480
H 3.185 -2.845 1.575  0.266
H 0.419 -1.650 3.727  0.334
H 0.421 0.052 3.187  0.030
H 1.682 -0.555 4.261  0.445
H 3.793 -0.311 1.417  0.289
H 3.621 -0.269 3.161  0.578
H 2.683 0.851 2.176  0.260
S 0.509 2.849 4.475  -0.608
Sb -0.800 3.324 2.649  0.566
S 0.569 2.326 0.780  -0.413
S -2.277 0.695 1.965  -0.412
S -0.814 5.579 2.154  -0.555
Br -4.929 4.017 0.917  -0.184
C -3.430 4.240 -0.235  -0.171
C -3.153 5.499 -0.744  -0.450
C -2.084 5.649 -1.613  -0.524
C -1.336 4.554 -1.995  -0.837
C -1.632 3.288 -1.488  0.682
C -2.685 3.133 -0.584  0.160
C -0.851 2.107 -1.940  -0.290
O -0.111 2.127 -2.916  -0.716
O -1.063 1.015 -1.240  0.258
H -3.758 6.345 -0.459  0.381
H -1.850 6.632 -1.992  0.382
H -0.523 4.637 -2.698  0.452
H -2.925 2.146 -0.186  0.424

Atoms 1-6, force components in eV/Å:
W -0.1 -0.4 1.1
C 0.6 -1.0 -0.4
C -0.2 -0.6 0.3
C -0.5 0.2 0.2
C -0.2 0.1 0.7
C 0.1 -0.1 0.3

=====

[2]
A 7-piece molecular cluster, C24H33F15O18S2 overall in a non-equilibrium geometry. Source: the Open Molecules 2025 dataset; level of theory: ωB97M-V/def2-TZVPD.

Output
**Kohn-Sham gap**: 11.0 eV
**Charge**: 0
**SMILES**: CCOC(=O)C(F)(F)F.CCOC(=O)C(F)(F)F.CCOC(=O)C(F)(F)F.CCOC(=O)C(F)(F)F.CCOC(=O)C(F)(F)F.O=S1(=O)OCCO1.O=S1(=O)OCCO1
**E_LUMO**: 0.1575 eV
**E_HOMO**: -10.80 eV
**Energy**: -4582.890100 Ha
**2S+1**: 1

Last column: Mulliken charge in e.
CARTESIAN COORDINATES (ANGSTROEM)
C 4.889 2.593 5.004  -1.359
C 3.651 2.565 4.198  0.136
O 3.990 2.798 2.860  -0.283
C 3.060 2.636 1.833  0.313
O 1.900 2.350 1.944  -0.476
C 3.646 2.750 0.394  0.995
F 4.223 1.608 0.079  -0.235
F 2.578 3.014 -0.421  -0.224
F 4.525 3.736 0.234  -0.263
H 4.574 2.337 6.016  0.374
H 5.340 3.586 5.006  0.347
H 5.594 1.860 4.615  0.345
H 3.049 3.381 4.598  0.248
H 3.158 1.598 4.300  0.155
C 3.769 -2.300 -2.260  -0.923
C 3.089 -3.180 -3.336  -0.269
O 2.244 -2.308 -4.038  -0.165
C 2.259 -2.282 -5.511  0.309
O 3.025 -3.003 -6.162  -0.518
C 1.492 -1.151 -6.269  0.875
F 2.197 -0.678 -7.331  -0.257
F 0.278 -1.505 -6.587  -0.214
F 1.455 -0.166 -5.414  -0.250
H 4.464 -1.644 -2.785  0.385
H 4.288 -2.916 -1.526  0.448
H 3.031 -1.733 -1.692  -0.070
H 2.515 -3.943 -2.810  0.306
H 3.950 -3.571 -3.878  0.341
C -6.096 1.693 -3.591  -1.194
C -4.907 0.917 -4.071  0.072
O -5.101 0.210 -5.286  -0.331
C -4.072 -0.310 -5.966  0.363
O -2.944 -0.403 -5.517  -0.490
C -4.549 -1.027 -7.272  0.881
F -3.623 -1.799 -7.836  -0.230
F -5.661 -1.692 -7.193  -0.233
F -4.756 -0.060 -8.253  -0.289
H -6.384 2.440 -4.331  0.313
H -5.736 2.172 -2.681  0.311
H -6.939 1.038 -3.369  0.426
H -4.396 0.324 -3.312  0.331
H -4.178 1.710 -4.235  0.105
C -1.643 -3.944 3.368  -1.272
C -2.046 -2.551 2.910  0.432
O -1.699 -1.648 3.918  -0.225
C -1.867 -0.318 3.734  0.363
O -2.312 0.202 2.706  -0.560
C -1.410 0.576 4.896  0.868
F -0.126 0.726 4.727  -0.215
F -2.063 1.744 4.922  -0.227
F -1.461 -0.091 6.071  -0.255
H -1.649 -4.566 2.472  0.392
H -2.304 -4.328 4.145  0.368
H -0.625 -3.934 3.755  0.243
H -3.117 -2.504 2.714  0.324
H -1.560 -2.205 1.998  -0.186
C 1.590 -2.240 0.986  -0.740
C 1.269 -0.750 0.777  -0.046
O 0.954 -0.351 -0.554  -0.096
C -0.307 -0.590 -1.046  0.192
O -1.218 -1.199 -0.448  -0.569
C -0.562 0.059 -2.444  0.811
F -1.311 1.176 -2.247  -0.186
F 0.577 0.445 -2.999  -0.213
F -1.288 -0.720 -3.298  -0.185
H 1.719 -2.380 2.059  0.187
H 2.389 -2.561 0.318  0.172
H 0.719 -2.826 0.691  0.276
H 2.094 -0.089 1.041  -0.136
H 0.451 -0.370 1.389  0.391
O 2.582 -1.778 5.014  -0.439
S 3.575 -2.833 4.814  1.096
O 3.804 -3.290 3.475  -0.499
O 4.915 -2.707 5.822  -0.330
C 4.559 -3.027 7.070  -0.340
C 3.675 -4.278 6.945  -0.298
O 2.948 -4.106 5.743  -0.342
H 5.497 -3.282 7.563  0.324
H 4.065 -2.284 7.696  0.262
H 2.987 -4.307 7.789  0.283
H 4.246 -5.205 7.003  0.293
O -3.877 4.449 -4.578  -0.538
S -3.854 4.488 -3.116  1.068
O -2.958 3.634 -2.357  -0.406
O -3.482 6.037 -2.813  -0.343
C -4.335 6.604 -1.883  -0.334
C -5.326 5.523 -1.450  -0.403
O -5.355 4.581 -2.450  -0.278
H -3.759 6.828 -0.985  0.253
H -4.648 7.556 -2.310  0.312
H -6.267 5.996 -1.169  0.336
H -5.081 4.991 -0.531  0.308

Atoms 1-6, force components in eV/Å:
C 0.7 -0.3 0.3
C -1.0 0.1 0.7
O -0.7 0.2 -3.6
C 0.1 -0.2 1.7
O 1.0 0.2 0.5
C -1.2 1.2 0.3

=====

[3]
An isolated ion of composition C24H33F2OSi and charge +1 in a non-equilibrium geometry. Source: the Open Molecules 2025 dataset; level of theory: ωB97M-V/def2-TZVPD.

Output
**ΔE to the lowest compared entry with this formula, charge and spin**: 30.18 kcal per mole
**Kohn-Sham gap**: 6.5 eV
**Charge**: +1
**E_LUMO**: -5.0065 eV
**E_HOMO**: -11.51 eV
**Energy**: -1498.547615 Ha
**2S+1**: 1

Last column: Mulliken charge in e.
CARTESIAN COORDINATES (ANGSTROEM)
C -3.391 -0.863 2.259  -1.677
C -1.990 -1.223 2.821  1.586
C -2.132 -1.237 4.359  -1.803
C -1.686 -2.661 2.370  -1.692
Si -0.671 0.048 2.178  0.475
C -0.718 0.017 0.340  -1.101
C -0.977 1.593 3.141  -1.190
O 1.051 -0.246 2.538  -0.151
C 2.337 -0.283 2.286  0.476
C 2.965 -1.412 3.054  -1.319
C 3.043 1.072 1.979  -0.609
H -3.409 -0.860 1.160  0.379
H -4.109 -1.628 2.605  0.436
H -3.747 0.113 2.622  0.376
H -1.185 -1.489 4.857  0.341
H -2.498 -0.278 4.750  0.394
H -2.874 -2.010 4.632  0.473
H -0.741 -3.029 2.789  0.326
H -2.497 -3.315 2.735  0.475
H -1.659 -2.751 1.277  0.353
H -1.676 0.461 0.027  0.412
H 0.111 0.615 -0.066  0.344
H -0.643 -1.012 -0.044  0.328
H -1.964 1.985 2.850  0.370
H -0.971 1.408 4.227  0.358
H -0.214 2.349 2.912  0.386
H 4.055 -1.476 2.964  0.378
H 2.740 -1.450 4.142  0.385
H 2.523 -2.353 2.675  0.432
H 3.861 1.038 2.741  0.407
H 2.338 1.835 2.363  0.264
C 7.941 -2.129 -0.768  -1.501
C 6.841 -1.261 -0.286  0.629
C 7.111 0.053 0.086  0.189
F 8.385 0.544 -0.075  -0.333
C 6.128 0.888 0.595  -0.670
C 4.796 0.488 0.426  0.247
C 3.660 1.464 0.704  1.355
C 4.140 2.982 0.571  -0.017
C 5.056 3.325 -0.451  -0.589
C 5.475 4.644 -0.609  0.231
F 6.423 4.935 -1.559  -0.342
C 5.011 5.695 0.179  0.579
C 5.377 7.125 -0.136  -1.392
C 4.124 5.342 1.208  -0.854
C 3.685 4.021 1.415  -0.728
C 4.492 -0.853 0.163  -0.806
C 5.521 -1.731 -0.176  -1.043
H 7.638 -3.172 -0.708  0.392
H 8.159 -1.918 -1.816  0.303
H 8.869 -1.999 -0.208  0.352
H 6.383 1.874 1.003  0.752
H 2.955 1.327 -0.146  0.381
H 5.569 2.583 -1.069  0.617
H 4.807 7.832 0.479  0.379
H 6.434 7.375 0.031  0.304
H 5.180 7.419 -1.179  0.313
H 3.795 6.133 1.881  0.315
H 3.052 3.807 2.285  0.284
H 3.451 -1.188 0.229  0.695
H 5.289 -2.783 -0.362  0.347

Atoms 1-6, force components in eV/Å:
C 0.2 0.3 -0.2
C 0.3 -0.3 0.3
C 0.1 0.0 -0.1
C 0.0 0.0 0.0
Si -1.4 -0.5 0.6
C 0.3 0.4 -0.2